C40H55BeN7OP3Te as an isolated structure, computed with ωB97M-V with the def2-TZVPD basis set.

XYZ file:
```
108
Properties=species:S:1:pos:R:3:forces:R:3:mulliken_charge:R:1
H -4.29007 -3.40465 -1.28558 -0.05 0.01 0.00 0.461
C 2.54531 4.12530 2.84610 -0.07 -0.05 -0.03 -0.784
C 4.21300 -3.90033 -2.53170 0.04 -0.04 -0.18 0.261
C -0.86507 3.78868 -2.35200 0.08 -0.22 -0.10 -0.609
C -0.79256 -0.20209 5.91115 0.00 0.01 -0.01 -0.915
C -2.55669 -2.46503 -2.17871 0.01 0.07 0.02 -0.783
H 0.89620 6.39627 0.95358 -0.02 -0.02 0.03 0.523
H 2.32120 2.83032 -1.46398 0.04 0.10 -0.04 0.671
H 2.31694 3.97605 -3.58141 0.09 0.00 0.01 0.428
H 3.05857 -2.24733 -5.24738 0.02 -0.07 0.05 0.310
H -1.20633 4.73091 -2.77855 0.02 0.06 -0.05 0.419
C -4.23624 1.85468 0.13791 0.05 0.04 0.06 -0.770
C 4.25373 -4.02867 -5.29740 -0.01 0.04 0.11 -0.612
H 4.18311 -2.04951 -0.03881 -0.04 0.04 -0.01 0.148
Te 2.40577 -1.31487 -2.37723 0.54 -0.54 -0.27 0.170
N -0.91384 -1.77867 -0.45050 0.09 -0.04 -0.45 1.074
H 1.10060 0.75578 -4.65700 -0.03 0.00 -0.06 0.441
H 2.91521 -4.11456 3.20347 -0.05 0.07 -0.01 0.538
H -2.66206 -2.89383 -3.17616 -0.01 0.02 0.02 0.472
C 4.89681 -4.93385 -3.17011 -0.08 0.12 0.01 -0.764
C 4.91324 -5.00437 -4.55672 -0.04 0.05 0.00 -0.443
C -2.71161 3.49457 1.78748 -0.15 -0.12 0.06 -0.048
Be 0.46302 -0.74945 0.02328 -0.60 -0.21 0.78 -1.772
H -4.84903 -3.35613 0.79910 -0.08 -0.03 -0.05 0.463
H -0.84724 -0.65639 6.89389 -0.01 0.02 -0.06 0.410
C 0.51680 3.15851 1.93562 0.14 0.06 0.06 0.549
H -0.84385 -1.08180 1.84264 -0.17 -0.13 0.04 -1.082
H 4.23004 -3.86172 -1.44745 -0.03 0.00 -0.04 0.155
H -0.59551 -3.29023 -1.90437 0.06 -0.01 0.01 0.241
H -4.31913 -1.16426 1.80194 -0.02 -0.02 0.04 0.111
P -0.50166 1.65298 1.70010 -0.23 0.32 0.48 2.341
C -1.62469 0.86431 5.59129 0.00 0.00 -0.03 -0.630
C -3.87773 -3.18452 1.25522 0.19 0.00 -0.08 -0.773
C -2.95323 1.47096 0.51170 -0.07 0.11 0.01 -0.511
C -1.81917 -2.11162 0.45163 0.05 -0.07 0.22 0.217
C -1.55589 1.45301 4.33401 0.03 -0.01 0.11 -0.779
H 3.43341 4.02564 3.45792 -0.02 0.00 -0.03 0.448
H -1.02508 3.69474 -4.98032 0.01 0.03 0.01 0.302
C 2.26551 5.33278 2.21866 -0.01 -0.04 0.00 -0.700
C 1.86401 -4.19946 0.35576 -0.02 -0.20 -0.13 -0.853
H -2.22108 2.27461 4.09514 0.02 -0.03 0.02 0.280
C 0.11002 -0.68267 4.97050 -0.03 0.07 -0.09 -0.571
C -2.56693 -1.84624 2.83905 0.12 -0.01 -0.17 0.083
N -2.95381 -2.81555 0.18309 -0.03 0.00 0.00 0.268
H -0.63799 4.49104 0.70401 -0.02 0.01 0.01 0.511
C -3.95305 -2.07613 2.28324 -0.04 0.09 -0.06 -0.647
C 3.56932 -3.00127 -4.65539 0.10 -0.15 -0.05 -0.543
H -3.56741 -4.12109 1.73252 0.01 -0.03 -0.02 0.188
H 0.87648 4.88591 -4.10976 -0.06 0.07 -0.04 0.354
P 2.33221 -2.76393 1.29662 -0.34 0.09 -0.05 1.106
N 0.00956 0.64226 0.69994 0.53 -0.51 -0.92 1.114
N 0.66744 3.89053 -2.25450 -0.09 -0.17 -0.01 0.239
C -4.74993 3.07167 0.57308 0.04 -0.06 -0.01 -0.913
H 0.87334 -0.46296 2.95916 -0.07 0.05 0.12 0.151
N 0.80352 2.83388 -4.43832 0.01 0.00 0.03 0.196
P 0.85579 1.05853 -2.24722 -0.58 0.65 -0.22 0.500
H 5.41978 -5.68094 -2.58202 -0.03 0.04 -0.03 0.377
C 1.23755 2.71533 -1.51061 0.07 -0.08 0.06 -0.293
H -4.83401 1.20871 -0.49546 0.04 0.04 0.01 0.528
H -4.64124 -2.34388 3.08428 -0.02 0.00 -0.01 0.468
H 2.47037 1.60537 -3.99078 0.09 0.04 -0.02 0.499
H -2.81963 -4.37406 -1.23394 -0.01 -0.07 0.02 0.240
C 2.27094 -3.25246 3.01645 -0.07 -0.03 0.17 -1.295
C 1.12261 5.45353 1.43911 0.02 -0.04 -0.02 -1.154
C -0.96742 1.39198 -2.51848 0.19 0.12 0.06 0.130
C 3.53075 -2.92391 -3.26272 -0.02 -0.11 0.21 0.156
N -1.25697 2.68844 -3.16368 -0.04 0.00 0.08 0.244
C -2.17266 2.28822 1.33384 -0.18 0.05 -0.16 0.683
C 4.03369 -2.35540 0.99534 0.27 0.02 -0.03 -1.190
H 0.90349 4.74464 -1.75138 0.03 0.08 0.06 0.329
H -4.39215 4.83020 1.75305 0.02 -0.06 -0.01 0.480
C 1.68081 3.04706 2.70090 -0.03 0.05 -0.05 -0.930
H -0.96116 1.92690 -5.08244 -0.01 -0.01 -0.02 0.371
H 2.55395 -5.02822 0.53637 -0.07 0.06 -0.02 0.493
H 4.30037 -1.52881 1.65588 0.05 0.00 -0.02 0.379
H -2.29463 -2.66999 3.50308 0.04 -0.04 0.03 0.374
H -5.74291 3.38340 0.27039 0.05 -0.03 0.02 0.426
H -1.46239 1.34894 -1.54487 0.06 0.04 -0.12 -0.881
C -0.64853 0.98290 3.38747 0.05 -0.03 0.19 0.598
H -0.58566 -1.66711 -2.51334 0.15 0.12 -0.07 0.198
C 1.23465 3.95460 -3.67517 -0.12 -0.28 -0.02 -0.829
H -1.23902 3.67466 -1.33637 -0.02 -0.01 0.06 0.080
C -0.65802 2.78944 -4.49303 0.17 -0.04 0.15 -1.006
C 1.38313 1.55403 -3.97255 -0.20 0.08 0.15 -1.251
H 0.85379 2.71897 -0.49694 -0.03 0.07 0.03 -1.021
N -1.59965 -1.75170 1.74611 -0.09 0.07 -0.21 0.695
H -2.52783 0.53645 0.15790 -0.02 0.00 0.03 -0.253
H -1.37858 0.59181 -3.13665 -0.02 0.01 -0.04 0.682
H -2.52270 -0.92764 3.42223 0.01 0.01 0.00 -0.127
H 0.75337 -1.52036 5.21756 -0.02 0.06 -0.01 0.404
H 2.93053 6.17816 2.34251 -0.01 -0.03 -0.01 0.415
H 5.43445 -5.81236 -5.05635 0.00 0.05 0.02 0.363
H 2.60359 -2.41427 3.63107 0.00 -0.04 0.02 0.323
C 0.18241 -0.09159 3.71332 0.10 0.08 0.14 0.281
C -3.21053 -3.35570 -1.15022 0.04 0.07 0.16 -0.708
H 0.85844 -4.48220 0.67476 0.02 -0.04 -0.05 0.299
C 0.25870 4.37322 1.30067 0.04 0.06 0.00 -0.084
H 4.65826 -3.22347 1.22783 -0.03 0.10 -0.02 0.490
H 1.24048 -3.49938 3.27971 0.05 -0.01 0.01 0.256
H -2.33237 1.23610 6.32246 0.02 -0.01 -0.03 0.451
H 4.27366 -4.06587 -6.38064 -0.01 -0.01 0.03 0.373
H -2.14676 4.12572 2.46241 0.03 0.04 -0.05 0.546
H 1.91614 2.10612 3.18699 -0.04 0.05 0.01 0.337
C -1.09403 -2.31961 -1.81626 -0.12 0.12 0.40 -0.574
C -3.98923 3.88671 1.40232 0.04 -0.02 0.03 -1.005
H -3.04123 -1.48245 -2.16732 0.00 -0.03 -0.05 0.156
H 1.85331 -3.95176 -0.70696 0.01 0.01 0.00 0.036
O 1.36680 -1.60926 1.10598 0.32 0.06 -0.19 -0.195
```
Forces are in eV/Å.

As for the energy above the lowest of the compared OMol25 structures with the same formula, charge and spin: 30.5 kcal/mol. The HOMO-LUMO gap comes out at 6.4 eV. Its total charge is +1. The total energy comes out at -3322.556412 Ha. As for the maximum force: 1.18 eV/Å.